No. 1
C33H44AsCsN3OPSSi2 | the ωB97M-V functional and the def2-TZVPD basis

```
87
C33H44AsCsN3OPSSi2 the ωB97M-V functional and the def2-TZVPD basis
H -0.13 -2.58 1.53
H -3.91 2.32 -2.43
C -1.66 4.28 -0.57
Si 4.51 -1.95 1.88
H -3.57 5.29 -0.61
H -4.14 3.09 1.77
C -4.29 -3.57 -2.40
P -1.90 2.43 -0.40
H 4.24 -1.90 4.39
H 1.39 5.76 -0.95
C -2.99 -2.05 -1.01
H 7.23 -0.53 -1.68
C -6.61 3.16 -0.55
C -5.98 3.25 0.68
C -1.57 0.99 4.01
As 4.16 -0.33 0.29
H 1.41 -3.66 -2.89
H 4.45 0.34 -3.04
C -0.52 6.79 -0.94
H -6.33 2.76 -2.64
C -1.90 6.64 -0.84
C 4.34 -0.74 -3.09
C -4.92 -2.47 -2.98
H 4.81 -3.79 -2.58
C 0.31 5.67 -0.87
H -2.53 7.52 -0.90
H -0.01 -4.18 0.96
C -3.84 2.67 -0.32
C 6.24 -2.74 1.92
C -3.63 -0.96 -1.60
C -1.78 1.91 1.37
C -4.61 3.01 0.79
O 1.34 2.63 -0.75
H 5.23 -0.55 3.81
C 6.86 -1.56 -1.64
H -6.55 3.51 1.56
N -0.62 -3.42 1.19
Si 4.96 -1.55 -1.49
H -3.35 0.04 -1.30
H 3.48 -0.48 3.64
H -3.14 0.26 1.10
C -0.95 2.55 2.28
C -3.33 -3.35 -1.42
H 7.01 -1.97 1.94
C -5.86 2.83 -1.67
H 0.12 -0.12 2.12
H 3.36 -3.46 -1.61
C -0.28 4.44 -0.66
H 1.33 -0.82 2.97
H 6.41 -3.37 1.05
H 4.88 -1.11 -3.97
C -4.49 2.59 -1.55
H -0.35 -3.72 -2.94
C 0.50 -3.29 -2.39
C 4.45 -3.37 -1.63
H 7.31 -2.04 -0.78
H 3.37 -3.97 0.94
H -7.67 3.35 -0.64
C 3.34 -3.44 1.90
H -1.47 0.62 5.02
H -0.19 2.61 4.29
C -0.85 2.10 3.59
H 2.31 -3.13 2.07
H 6.35 -3.37 2.81
H -2.93 -0.56 3.40
H 3.28 -0.97 -3.23
H -0.38 3.41 1.97
H -4.53 -4.58 -2.72
H 4.86 -3.97 -0.82
N 0.80 -0.88 2.11
S -2.38 -4.50 -0.54
H -0.10 7.78 -1.06
C -2.50 0.79 1.80
H 3.62 -4.15 2.69
C -4.59 -1.18 -2.57
H 7.18 -2.08 -2.55
C -2.49 5.39 -0.67
H -5.67 -2.63 -3.74
Cs 0.55 -0.07 -1.58
H -5.09 -0.33 -3.02
C 0.21 3.01 -0.48
C 4.34 -1.15 3.60
H 0.51 -3.75 -1.39
C -1.57 -3.15 0.26
N -2.00 -1.97 -0.04
H 1.45 -0.69 1.35
C -2.39 0.33 3.10
```

Properties
ΔE to the lowest compared entry with this formula, charge and spin, kJ/mol: 0.0
Highest occupied orbital energy, eV: -0.42
Charge: -2
Gap between HOMO and LUMO, eV: 4.25
E_LUMO, eV: 3.83
2S+1: 1

No. 2
C33H44BaN4P2 | the ωB97M-V functional and the def2-TZVPD basis

```
84
C33H44BaN4P2 the ωB97M-V functional and the def2-TZVPD basis
C -0.38 2.82 -1.42
H -6.47 -2.52 3.59
C 5.30 -3.18 3.18
C -2.66 -2.69 -1.28
H 2.03 1.11 -2.35
N -3.12 -1.38 -1.06
H 6.21 -3.67 0.93
C 5.78 -0.81 2.80
H 6.76 -0.57 2.40
C 2.05 -0.50 -0.94
C -2.03 3.32 -2.93
C 1.59 -1.52 -1.93
C -2.43 5.31 1.00
P -2.91 -0.56 0.53
C 0.67 -3.11 2.49
C -0.65 2.98 -2.78
H 0.07 2.84 -3.58
H 7.12 -2.18 1.08
N -4.62 -1.22 1.15
C -3.65 0.99 -0.11
C 2.84 -0.99 1.47
H 4.85 -1.88 -3.75
H -4.74 -2.14 -3.84
H 2.86 -0.91 -0.22
H -2.59 3.45 -3.86
H 4.91 -0.22 -4.34
H 1.65 -2.79 2.12
C 2.62 0.81 -1.48
C -5.91 -0.84 0.79
C -4.05 -1.07 -2.07
H 6.36 -3.49 3.25
C 6.10 -2.57 0.94
H 5.68 -0.66 -1.82
C 4.77 -0.31 -2.26
C -4.73 -1.98 2.32
C 4.09 0.70 -1.65
H -4.58 -0.11 -2.08
H -7.87 -1.00 1.80
H 4.70 -4.06 2.94
C 5.21 -2.07 2.11
H 2.07 -2.89 -3.45
C -6.07 -2.02 2.72
C -2.64 5.68 3.24
H -3.10 -4.14 -2.91
H -3.86 -2.44 2.77
H -3.11 1.22 -1.04
H 2.41 1.60 -0.74
H -3.91 1.85 1.88
Ba -0.10 -0.37 1.64
H -3.55 3.72 -1.32
H 0.71 -2.07 -1.56
H 5.05 -2.77 4.17
C -2.17 4.39 3.06
H 1.15 -0.17 -0.38
H -2.44 5.35 -0.08
C 3.88 -1.62 1.73
H 5.87 -0.97 3.89
C -4.11 -2.14 -2.96
H -2.87 6.16 4.19
C -2.56 3.41 -1.64
H 2.81 -1.25 -4.97
C 2.93 -0.90 -3.94
H -4.10 3.01 0.53
C -3.25 -3.17 -2.45
H -1.94 3.60 3.78
C 2.21 -1.88 -3.07
C -2.80 6.27 1.94
H -4.70 0.91 -0.40
H 5.72 -2.26 -0.04
C -6.82 -1.25 1.77
N -1.98 4.16 1.68
H 4.69 1.55 -1.27
H 0.56 2.63 -0.89
H -1.97 -3.17 -0.58
P -1.71 2.52 1.06
H 0.37 -4.05 1.99
H 0.75 -3.34 3.56
H -6.12 -0.30 -0.13
H 2.55 0.13 -3.87
H 5.10 0.04 2.66
N -1.55 3.08 -0.71
C -3.52 2.14 0.89
C 4.43 -0.87 -3.61
H -3.15 7.27 1.72
```

Properties
Highest occupied orbital energy, eV: -6.04
Charge: 0
Gap between HOMO and LUMO, eV: 4.33
E_LUMO, eV: -1.71
2S+1: 1

No. 3
C33H44Cl44N2O2S | the ωB97M-V functional and the def2-TZVPD basis

```
126
C33H44Cl44N2O2S the ωB97M-V functional and the def2-TZVPD basis
C -9.58 -2.27 -7.96
H -10.05 -3.02 -8.58
Cl 11.34 -4.51 -5.78
N 4.31 4.02 -0.04
H -5.07 4.44 3.08
H -6.10 1.78 3.34
Cl 3.20 -2.22 -0.19
H 1.33 2.51 -5.88
C 2.05 2.19 -2.19
C -6.07 4.01 2.67
H 2.54 3.44 -4.02
C 14.82 -5.72 -4.68
H 2.58 1.60 1.33
Cl 15.79 -4.75 -5.81
Cl 8.84 -4.48 -7.26
Cl -3.37 -0.17 5.01
Cl 6.65 -1.21 9.94
Cl 0.27 -6.72 -1.37
Cl -6.28 -0.08 5.14
H 0.40 4.29 -1.01
H 6.26 1.08 10.35
H 0.86 -0.61 0.65
Cl 6.05 -1.27 5.27
H 5.20 -1.82 0.99
H 4.62 -1.29 7.15
C 4.16 -1.97 1.28
Cl 7.68 1.09 8.47
H -0.55 2.79 -5.98
H -1.79 0.39 3.30
Cl 8.41 -2.14 -2.89
Cl -7.25 0.84 -7.15
C -3.93 0.74 1.69
C -4.04 -3.79 2.35
C -9.13 -4.42 1.37
O 1.48 5.74 0.77
C 9.58 -4.70 -5.67
Cl -10.43 -3.24 1.62
Cl 4.82 0.58 8.56
Cl -8.27 -1.52 -8.88
C -6.52 1.60 -5.73
C 6.34 0.47 9.45
C 0.21 -5.12 -0.61
Cl -4.69 1.94 6.52
Cl -9.34 -5.81 2.44
C 0.74 3.55 -0.21
Cl 6.06 -2.20 -4.60
H 0.12 4.38 -4.39
H 2.02 -0.46 -1.93
Cl -7.57 1.41 -4.31
C 0.33 2.39 -5.34
Cl -4.92 0.92 -5.41
C 6.81 -1.45 -3.18
Cl 3.18 -1.78 5.36
H -4.60 -4.72 2.26
Cl 8.46 0.69 2.88
Cl 14.64 -4.87 -3.14
H -0.19 3.06 0.23
Cl -7.00 -1.30 -0.63
C 1.94 2.56 -0.61
H -6.92 4.19 3.43
Cl 3.61 -0.52 2.13
C 7.31 1.71 2.00
H -4.62 0.60 0.76
C 0.70 0.53 0.73
C -7.40 5.60 1.49
H 0.72 0.62 2.97
H 7.83 2.60 1.66
H -3.61 2.39 3.16
C -4.21 2.27 2.19
C 0.04 0.97 2.12
Cl 6.67 0.86 0.59
Cl -2.37 -4.10 1.84
Cl -7.55 -3.66 1.62
H -0.29 2.07 2.18
H -6.34 2.07 1.47
C 3.66 1.93 -2.41
S 1.29 0.53 -2.64
Cl 5.02 -3.57 6.74
Cl 15.55 -7.31 -4.44
O -6.30 4.65 1.38
H -8.29 5.17 2.09
Cl 5.99 2.21 3.07
C -1.35 0.10 2.27
Cl -8.94 -3.07 -6.51
Cl -5.87 1.21 -1.58
H -2.10 1.56 0.72
H -3.90 3.05 1.41
C 0.31 3.31 -3.98
H -7.78 5.81 0.42
C 1.71 3.37 -3.21
Cl 4.07 -3.38 2.33
Cl -10.79 -1.06 -7.51
Cl 1.74 3.91 2.67
C -2.43 0.54 1.16
H 13.83 -5.85 -5.12
H -7.66 -0.02 -2.49
H -0.04 0.79 -0.14
H -9.18 -4.77 0.34
H 1.76 4.40 -2.67
H -1.14 -1.03 2.30
C 3.31 3.40 -0.30
Cl -4.09 -3.27 4.04
H 9.19 -3.93 -5.00
Cl 5.78 -1.64 -1.76
H -4.75 -0.38 6.90
H 2.82 0.52 -0.16
C -7.33 0.22 -1.48
H 0.08 1.28 -5.11
Cl -1.17 2.96 -2.92
H -4.24 -0.04 2.47
Cl -8.63 1.11 -0.67
C -5.81 2.42 2.42
C 1.32 4.50 1.00
H -0.74 -5.02 -0.09
C 2.09 1.25 0.36
N 4.85 1.80 -2.55
H -2.44 -0.25 0.31
C -4.77 0.25 6.01
H -6.40 2.67 -5.93
Cl 9.16 -6.28 -5.01
Cl 1.51 -4.95 0.58
H 6.93 -0.39 -3.38
H -6.98 6.58 1.96
Cl -4.79 -2.58 1.30
Cl 0.33 -3.84 -1.83
C 4.71 -1.90 6.25
```

Properties
Highest occupied orbital energy, eV: -9.54
Charge: 0
Gap between HOMO and LUMO, eV: 9.62
E_LUMO, eV: 0.08
2S+1: 1

No. 4
C33H44N3O2 | the ωB97M-V functional and the def2-TZVPD basis

```
82
C33H44N3O2 the ωB97M-V functional and the def2-TZVPD basis
H -5.29 2.37 10.93
H -3.88 3.13 5.18
H -4.58 -1.22 8.41
C -0.64 1.24 2.70
C -1.77 2.20 2.73
H -2.50 2.01 1.92
H 3.78 -0.29 3.20
C -4.62 0.97 8.51
C -5.95 7.02 5.85
C -6.10 2.17 10.22
O 1.05 -5.63 7.70
H -4.41 6.03 7.02
C 1.81 -0.25 2.32
H 3.49 -0.93 0.22
H 0.26 3.44 0.77
H 1.06 3.93 2.26
C -4.47 3.51 6.03
H -1.89 -2.24 8.41
H -7.82 5.48 3.44
H -3.76 3.83 6.82
H 1.38 -0.39 3.32
C 0.31 -4.24 5.91
C 0.51 1.79 2.19
H -6.80 3.01 10.22
H -2.35 2.20 3.66
H -0.76 0.20 3.00
C -5.29 2.36 6.59
H -2.04 -1.13 4.75
N -4.48 1.23 7.07
C 3.98 -0.42 1.06
C 2.51 1.61 0.81
H 0.95 -4.84 5.26
O -6.91 3.64 7.96
C -2.07 -1.33 5.82
C -6.28 4.53 4.60
H 2.04 1.27 -0.14
H -0.56 -4.08 9.24
C -3.31 1.21 9.28
C -6.05 2.77 7.86
H -5.35 -0.55 9.87
H -6.64 1.27 10.56
C -5.22 -0.42 8.79
H -3.48 1.05 10.35
H -6.19 -0.48 8.29
C 0.28 -4.58 7.29
C -7.08 5.61 4.22
H 1.34 -5.13 9.73
H 2.53 2.71 0.79
C 0.29 3.27 1.86
C -5.32 4.69 5.61
H 1.66 -6.82 9.20
H -1.70 4.19 1.77
C -6.92 6.86 4.85
H 5.02 -0.76 1.10
H -0.42 -2.94 4.38
H -2.90 -0.78 7.69
C -0.44 -3.19 5.45
H -6.03 2.01 5.84
C -2.89 -0.54 6.63
N -5.59 2.00 8.88
H 3.25 -1.83 2.52
N 1.69 1.16 1.94
H -0.03 -6.24 9.41
C 0.99 -5.96 9.11
H -3.76 0.80 5.18
H -2.98 2.25 9.11
C 3.26 -0.75 2.35
C 3.94 1.09 0.83
C -5.15 5.94 6.23
H 4.41 1.35 -0.12
C -1.28 -2.78 7.69
C -3.70 0.51 6.23
H 4.50 1.60 1.63
H -0.99 4.12 3.39
C -0.53 -3.83 8.18
H -6.39 3.55 4.13
H -5.82 7.98 6.35
C -1.10 3.57 2.45
C -1.27 -2.42 6.31
H 1.24 -0.88 1.62
H -2.51 0.55 8.94
H -7.54 7.70 4.56
```

Properties
ΔE to the lowest compared entry with this formula, charge and spin, kJ/mol: 36.0
Highest occupied orbital energy, eV: -9.35
Charge: +1
Gap between HOMO and LUMO, eV: 4.81
E_LUMO, eV: -4.54
2S+1: 1

No. 5
C33H44N4P2W | the ωB97M-V functional and the def2-TZVPD basis

```
84
C33H44N4P2W the ωB97M-V functional and the def2-TZVPD basis
H 1.66 0.02 -5.29
H 2.26 -3.23 -0.40
H 1.46 1.55 3.82
H -0.19 0.10 -7.67
N -2.86 -1.62 1.08
H -2.19 2.14 1.10
C 2.01 0.79 3.19
H -2.30 -2.30 3.01
H 2.95 1.23 2.83
C -4.69 -2.92 0.77
H -3.18 1.98 -3.16
H -1.97 -1.18 -6.65
H -5.57 -3.35 0.33
H -1.46 0.01 8.52
H -1.23 -1.11 -5.05
H 1.80 2.42 -5.33
C -2.19 0.69 -5.63
C 0.21 2.88 -6.74
H 0.63 -1.30 8.45
P 1.53 -0.39 0.75
C -2.82 2.62 -1.02
C -1.39 -0.53 -5.97
C -2.88 1.75 -2.15
C 0.92 0.60 -5.87
C 3.57 0.78 -0.85
C 2.43 2.25 0.41
C 2.87 -2.97 0.45
H -2.39 -0.43 -2.25
H 0.75 -0.12 -1.46
C -0.19 -0.15 6.79
C 0.81 -1.01 -0.81
H 3.51 4.05 -0.27
H -1.17 -1.66 -1.42
H -3.10 3.67 -0.99
C -0.30 -0.30 5.32
H 0.05 3.80 -6.16
H 4.19 -4.70 0.79
N 2.60 0.91 0.12
C 3.36 2.98 -0.33
W 0.09 0.48 2.25
C -2.48 0.49 -1.69
H -3.92 -1.50 -0.79
H 0.46 -1.26 -6.76
H 0.70 1.17 8.29
H -0.99 1.60 -8.02
H 3.75 -0.85 2.75
C -0.35 -0.34 4.06
C 0.57 -1.35 7.36
C 0.61 1.09 7.19
H 4.87 2.27 -1.84
C 3.66 -1.71 2.12
H 1.63 1.04 6.79
C -3.86 -1.96 0.18
C -0.56 -1.63 -0.51
H -4.52 -3.90 2.79
H -2.85 2.67 -5.90
C -0.02 -0.28 -6.65
H 3.80 -0.19 -1.26
H 5.13 -3.18 2.86
C 3.85 -3.72 1.08
H 1.60 -1.35 6.98
C -2.10 1.91 -6.18
H 0.13 2.00 6.84
H 1.51 -1.71 -1.29
C -1.57 -0.03 7.43
H 2.21 -0.08 3.84
C 4.08 2.05 -1.14
H -2.22 -0.87 7.19
H 1.67 2.57 1.11
N -2.19 0.55 -0.34
C -2.38 1.86 0.07
C -3.01 -2.41 2.21
H 0.09 -2.30 7.08
P -1.36 -0.65 0.80
C 4.35 -2.92 2.16
H -2.99 0.49 -4.90
H -2.06 0.90 7.12
H -0.50 -2.65 -0.11
C 1.01 1.92 -5.89
C -1.16 2.37 -7.25
H -1.64 3.22 -7.76
N 2.75 -1.73 1.07
H 0.79 3.19 -7.62
C -4.13 -3.20 2.06
```

Properties
Expectation value of S²: 2.046
ΔE to the lowest compared entry with this formula, charge and spin, kJ/mol: 46.6
Highest occupied orbital energy (alpha / beta), eV: -12.67 / -12.67
Charge: +2
Gap between HOMO and LUMO (alpha / beta), eV: 3.29 / 3.10
E_LUMO (alpha / beta), eV: -9.37 / -9.57
2S+1: 3

Question: Which of these has the lowest charge?
Answer: C33H44AsCsN3OPSSi2

Question: The highest charge belongs to which entry?
Answer: C33H44N4P2W

Question: Which value of charge does entry 4 give?
Answer: +1

Question: Which formula does entry 2 have?
Answer: C33H44BaN4P2